No. 1
Formula: C5H8O2
Source: the OMol25 dataset
Level of theory: ωB97M-V/def2-TZVPD

Calculated values
Charge = 0
HOMO = -7.69 eV
F_max = 1.99 eV/A
Relative energy (zero: lowest compared OMol25 entry of this formula, charge and spin) = 106.3 kcal/mol
M = 100.117 g mol⁻¹

Last column: natural (NBO) charge in e.
Positions of all 15 atoms, in Å:
C: -2.209 0.361 0.172  -0.66
C: 0.129 -0.537 0.016  0.23
C: 1.922 -0.330 0.052  0.18
C: 1.052 0.092 -0.948  -0.44
C: -0.732 0.475 0.361  -0.18
O: -0.246 -1.862 0.082  -0.70
O: 2.750 0.490 0.803  -0.68
H: -0.538 -2.156 -0.789  0.48
H: 2.728 1.383 0.437  0.48
H: 2.296 -1.348 0.057  0.21
H: 0.977 1.065 -1.410  0.22
H: -0.325 1.389 0.767  0.21
H: -2.461 -0.271 -0.681  0.21
H: -2.674 -0.091 1.055  0.23
H: -2.669 1.339 0.028  0.22

=====

No. 2
Formula: C5H8O2
Source: the OMol25 dataset
Level of theory: ωB97M-V/def2-TZVPD

Calculated values
Charge = 0
HOMO = -8.80 eV
F_max = 0.75 eV/A
Relative energy (zero: lowest compared OMol25 entry of this formula, charge and spin) = 71.9 kcal/mol
M = 100.117 g mol⁻¹

Last column: natural (NBO) charge in e.
Positions of all 15 atoms, in Å:
C: -2.389 -0.127 -0.546  -0.60
C: -0.980 -0.363 -0.001  -0.41
C: 0.033 0.475 -0.783  -0.58
C: 1.503 0.479 -0.515  0.31
O: 1.736 -0.203 0.613  -0.55
C: 3.055 -0.155 1.070  0.67
O: 3.731 0.820 1.065  -0.48
H: -2.675 0.928 -0.447  0.20
H: -3.140 -0.727 -0.022  0.21
H: -2.442 -0.381 -1.611  0.20
H: -0.723 -1.427 -0.079  0.20
H: -0.939 -0.112 1.065  0.21
H: -0.068 0.303 -1.864  0.24
H: -0.201 1.551 -0.683  0.25
H: 3.336 -1.140 1.465  0.13

=====

No. 3
Formula: C5H8O2
Source: the OMol25 dataset
Level of theory: ωB97M-V/def2-TZVPD

Calculated values
SMILES string = C1CO[C@@H]2C[C@@H]2O1
Charge = 0
HOMO = -9.14 eV
F_max = 3.79 eV/A
Relative energy (zero: lowest compared OMol25 entry of this formula, charge and spin) = 104.7 kcal/mol
M = 100.117 g mol⁻¹

Last column: natural (NBO) charge in e.
Positions of all 15 atoms, in Å:
C: -0.956 0.067 1.174  -0.12
C: -0.766 -1.195 0.423  -0.10
O: -0.632 -1.009 -1.007  -0.52
C: 0.243 0.078 -1.356  0.07
C: 1.565 0.340 -0.657  -0.50
C: 0.383 1.249 -0.434  0.06
O: -0.284 1.249 0.799  -0.51
H: -2.018 0.322 1.217  0.18
H: -0.825 -0.442 2.183  0.18
H: -0.038 -1.946 0.697  0.18
H: -1.558 -1.642 1.286  0.21
H: 0.214 0.267 -2.434  0.21
H: 1.823 -0.316 0.167  0.23
H: 2.424 0.716 -1.215  0.23
H: 0.424 2.261 -0.842  0.20

=====

no.,Kohn-Sham gap (eV),calculated total energy (hartree)
1,8.4,-345.6356
2,9.3,-345.6903
3,10.0,-345.6381